Density functional theory data (ωB97M-V/def2-TZVPD) for C4H3BrS in the gas phase in a non-equilibrium geometry.

Computed properties:
E_LUMO = 0.8 eV
HOMO level = -9.0 eV
maximum force = 3.308 eV Å⁻¹
frontier orbital gap = 9.73 eV

XYZ file:
```
9
Properties=species:S:1:pos:R:3:mulliken_charge:R:1
C -0.4358 0.3809 -0.6120 -0.4283
C 0.8522 0.0140 -0.5231 -0.3474
C -0.3646 -0.6347 1.5510 -0.2013
C -1.1857 -0.0381 0.6675 0.0304
S 1.2529 -0.7687 0.9669 -0.1063
Br -3.0228 0.2686 0.8943 -0.1549
H -0.9229 0.8970 -1.4143 0.3906
H 1.6295 0.1495 -1.2472 0.3901
H -0.6127 -1.0024 2.5289 0.4272
```



Density functional theory data (ωB97M-V/def2-TZVPD) for 2 unconnected molecules or ions with the total composition C2 in a non-equilibrium geometry.

Computed properties:
E_LUMO = -2.7 eV
HOMO level = -7.9 eV
maximum force = 3.571 eV Å⁻¹
frontier orbital gap = 5.15 eV

XYZ file:
```
2
Properties=species:S:1:pos:R:3:mulliken_charge:R:1
C 0.0000 0.0000 1.4528 0.0000
C 0.0000 0.0000 -1.4528 0.0000
```



Density functional theory data (ωB97M-V/def2-TZVPD) for 2 unconnected molecules or ions with the total composition CH6NO.

Computed properties:
E_LUMO = -5.2 eV
HOMO level = -17.0 eV
maximum force = 0.227 eV Å⁻¹
net charge = +1
frontier orbital gap = 11.76 eV

XYZ file:
```
9
Properties=species:S:1:pos:R:3:mulliken_charge:R:1
C 0.5331 -1.4886 0.3241 -0.0560
N -0.1199 -0.4905 0.7557 -0.0604
H 0.9462 -1.4319 -0.6762 0.2734
H 0.6576 -2.3612 0.9532 0.2788
H -0.5296 -0.5023 1.6847 0.2810
H -0.2564 0.3626 0.1586 0.3016
H 0.1493 2.4689 -0.7963 0.3345
H -1.0544 1.8084 -1.5091 0.3354
O -0.3258 1.6346 -0.8948 -0.6884
```



Relative energy (zero: lowest compared OMol25 entry of this formula, charge and spin), respectively: 0.0, 802.6, 0.0 kJ/mol.